No. 1
# C20H36Br4N2O5S2

3 unconnected molecules or ions with the total composition C20H36Br4N2O5S2 (ωB97M-V/def2-TZVPD, OMol25).

Output
E_HOMO = -8.3 eV
SMILES = C[C@H](O)C[C@H]1OC(=O)O[C@]1(CCN)CCCSC(=S)N1CCOCC1.BrCCBr.BrCCBr
E_tot = -12361.7773 hartree
HOMO-LUMO gap = 0.2889 hartree

Element x y z (Å)
C  3.315  -1.381  2.211
C  3.721  -0.073  1.556
O  2.701  0.901  1.774
C  3.918  -0.247  0.053
C  4.130  1.058  -0.645
O  5.519  1.494  -0.656
C  5.473  2.656  -1.368
O  6.248  3.597  -1.271
O  4.405  2.614  -2.213
C  3.802  1.247  -2.117
C  4.632  0.464  -3.132
C  4.106  -0.918  -3.523
N  4.818  -1.981  -2.796
C  2.348  1.461  -2.508
C  1.340  0.405  -2.046
C  0.653  0.778  -0.731
S  -1.143  0.553  -0.862
C  -1.674  0.267  0.810
S  -2.618  1.363  1.529
N  -1.249  -0.947  1.418
C  -0.479  -0.695  2.656
C  0.094  -2.040  3.047
O  -0.945  -2.865  3.516
C  -1.919  -3.064  2.512
C  -2.383  -1.786  1.810
H  2.377  -1.733  1.794
H  3.135  -1.181  3.267
H  4.100  -2.128  2.169
H  4.670  0.261  1.981
H  2.704  1.090  2.711
H  3.058  -0.787  -0.329
H  4.785  -0.890  -0.064
H  3.622  1.882  -0.150
H  5.664  0.384  -2.810
H  4.631  1.080  -4.024
H  4.284  -1.039  -4.594
H  3.038  -1.018  -3.384
H  4.817  -2.839  -3.325
H  5.783  -1.716  -2.675
H  2.324  1.601  -3.583
H  2.082  2.412  -2.057
H  1.764  -0.587  -1.951
H  0.578  0.324  -2.818
H  0.858  1.809  -0.466
H  0.994  0.173  0.104
H  0.278  0.070  2.518
H  -1.184  -0.376  3.426
H  0.836  -1.920  3.828
H  0.542  -2.472  2.150
H  -2.792  -3.468  3.016
H  -1.601  -3.815  1.787
H  -2.947  -2.090  0.932
H  -3.067  -1.260  2.479
Br  -6.367  -0.452  2.039
C  -7.353  1.211  2.263
C  -6.422  2.377  2.458
Br  -5.662  2.399  4.247
H  -8.028  1.065  3.099
H  -7.930  1.335  1.348
H  -6.962  3.315  2.357
H  -5.587  2.362  1.764
Br  -5.885  2.383  -2.762
C  -6.544  0.560  -2.932
C  -6.198  -0.266  -1.724
Br  -4.324  -0.783  -1.717
H  -6.126  0.158  -3.848
H  -7.624  0.650  -3.034
H  -6.757  -1.198  -1.724
H  -6.376  0.260  -0.792



No. 2
# C20H36Br6O12S2

A molecular structure, C20H36Br6O12S2 (ωB97M-V/def2-TZVPD, OMol25).

Output
E_HOMO = -8.1 eV
E_tot = -17925.9049 hartree
HOMO-LUMO gap = 0.2736 hartree

Element x y z (Å)
O  -1.715  -3.251  -2.771
C  -2.497  -2.819  -1.999
O  -3.411  -3.539  -1.379
C  -4.362  -2.703  -0.789
C  -4.370  -1.385  -1.538
C  -2.948  -1.377  -1.994
H  -4.161  -2.531  0.268
H  -5.350  -3.163  -0.756
H  -4.660  -0.519  -0.944
H  -5.174  -1.581  -2.248
H  -2.248  -0.860  -1.338
H  -2.789  -0.910  -2.966
O  -0.811  3.202  -0.869
C  0.100  3.451  -0.002
O  0.127  4.623  0.734
C  1.216  4.685  1.581
C  2.227  3.655  0.991
C  1.423  2.694  0.117
H  1.079  4.511  2.648
H  1.545  5.691  1.320
H  2.926  3.297  1.746
H  2.998  4.245  0.496
H  1.218  1.709  0.537
H  1.724  2.746  -0.929
O  0.669  2.714  -6.577
C  0.637  2.165  -5.441
O  0.081  2.780  -4.419
C  0.342  2.106  -3.172
C  0.802  0.676  -3.528
C  1.304  0.886  -4.958
H  -0.480  2.141  -2.457
H  1.197  2.503  -2.625
H  -0.152  0.171  -3.675
H  1.532  0.182  -2.886
H  1.103  0.023  -5.593
H  2.394  0.893  -4.961
O  5.625  -0.706  -0.985
S  4.722  -1.738  -1.400
O  5.204  -3.144  -1.379
O  3.219  -1.669  -0.652
C  2.613  -0.378  -0.368
C  1.070  -0.533  -0.328
C  4.230  -1.317  -3.143
H  2.663  0.201  -1.290
H  3.114  0.138  0.451
H  0.600  0.442  -0.199
H  0.753  -1.177  0.492
H  0.571  -0.869  -1.237
H  3.720  -0.354  -3.180
H  3.478  -2.049  -3.437
H  5.070  -1.486  -3.817
O  -1.798  0.221  1.981
S  -2.273  -0.907  2.802
O  -2.685  -2.149  2.185
O  -1.103  -1.259  3.926
C  -1.271  -2.418  4.722
C  -0.907  -1.888  6.188
C  -3.616  -0.238  3.844
H  -0.649  -3.292  4.527
H  -2.314  -2.705  4.856
H  -1.126  -2.750  6.819
H  -1.425  -1.001  6.552
H  0.148  -1.619  6.215
H  -3.071  0.412  4.528
H  -4.010  -1.101  4.382
H  -4.322  0.222  3.153
C  1.395  -0.526  2.664
Br  1.831  1.361  3.178
Br  0.912  -1.541  4.251
Br  2.838  -1.420  1.775
H  0.571  -0.379  1.966
C  -1.187  0.158  0.165
Br  -0.770  -1.770  0.083
Br  -1.196  0.723  -1.891
Br  0.030  1.146  1.349
H  -2.171  0.246  0.625



No. 3
# C20H36BrIrNO5PTe

A molecular structure, C20H36BrIrNO5PTe (ωB97M-V/def2-TZVPD, OMol25).

Output
E_HOMO (alpha / beta) = -10.0 / -10.0 eV
<S²> = 0.87
spin multiplicity = 2
E_tot = -4502.0803 hartree
total charge = +1
HOMO-LUMO gap (alpha / beta) = 0.1763 / 0.1787 hartree

Element x y z (Å)
Ir  -0.265  -2.261  -0.995
C  4.943  3.656  0.277
C  4.887  2.772  -0.981
C  4.928  3.642  -2.249
C  6.108  1.851  -0.988
C  3.587  2.004  -0.948
C  3.542  0.610  -0.895
C  2.331  -0.028  -0.834
Br  2.302  -1.952  -0.731
C  1.071  0.642  -0.833
O  -0.027  -0.003  -0.816
C  1.133  2.084  -0.886
C  2.366  2.690  -0.940
C  -0.154  2.892  -0.899
C  0.099  4.397  -1.048
C  -0.902  2.679  0.426
C  -1.034  2.468  -2.085
H  5.884  4.197  0.307
H  4.872  3.036  1.168
H  4.133  4.379  0.299
H  5.868  4.185  -2.293
H  4.119  4.366  -2.272
H  4.853  3.015  -3.134
H  7.015  2.449  -0.992
H  6.120  1.224  -1.876
H  6.132  1.221  -0.103
H  4.449  0.028  -0.893
H  2.398  3.765  -0.976
H  0.683  4.785  -0.218
H  -0.856  4.916  -1.050
H  0.603  4.623  -1.984
H  -0.357  3.145  1.244
H  -1.026  1.621  0.657
H  -1.888  3.135  0.365
H  -0.536  2.685  -3.028
H  -1.973  3.017  -2.054
H  -1.260  1.402  -2.055
C  -3.005  -0.442  4.826
C  -3.427  -1.403  3.731
O  -2.277  -1.745  2.962
P  -2.362  -2.418  1.503
O  -0.915  -2.563  1.109
Te  -2.856  -0.282  -0.495
O  -2.810  -3.986  1.768
C  -4.151  -4.383  2.024
C  -4.504  -5.600  1.181
H  -3.863  -0.197  5.441
H  -2.593  0.465  4.397
H  -2.245  -0.901  5.448
H  -4.182  -0.945  3.078
H  -3.848  -2.315  4.169
H  -4.832  -3.556  1.799
H  -4.235  -4.627  3.090
H  -4.506  -5.357  0.121
H  -5.491  -5.963  1.452
H  -3.775  -6.386  1.362
C  -3.230  -3.135  -1.683
C  -2.293  -1.967  -1.719
O  -1.493  -1.762  -2.656
H  -4.253  -2.781  -1.809
H  -3.158  -3.644  -0.723
H  -3.008  -3.827  -2.496
N  -0.216  -4.633  -0.934
H  0.720  -5.006  -1.058
H  -0.825  -5.117  -1.583
H  -0.515  -4.861  0.011



No. 4
# C20H36Cl18F6NO4S2Sn

A molecular structure, C20H36Cl18F6NO4S2Sn (ωB97M-V/def2-TZVPD, OMol25).

Output
E_HOMO = -11.1 eV
E_tot = -11032.2547 hartree
total charge = +1
HOMO-LUMO gap = 0.1276 hartree

Element x y z (Å)
Sn  4.967  -11.670  0.883
C  5.029  -15.474  -1.779
F  3.805  -15.506  -2.268
F  5.492  -16.692  -1.923
F  5.804  -14.577  -2.412
S  4.964  -15.136  0.115
O  4.935  -16.420  0.759
O  6.135  -14.336  0.447
N  3.641  -14.070  0.338
S  2.360  -14.948  0.486
O  2.305  -16.205  -0.224
O  1.888  -15.021  1.851
C  1.090  -13.859  -0.411
F  1.114  -12.635  0.089
F  1.392  -13.746  -1.724
F  -0.118  -14.357  -0.226
Cl  -3.093  -16.792  2.349
C  -1.376  -16.365  2.130
C  -0.666  -17.461  1.313
Cl  -1.303  -17.316  -0.383
H  -0.937  -16.192  3.112
H  -1.172  -15.410  1.647
H  -0.813  -18.467  1.709
H  0.416  -17.485  1.187
Cl  -0.538  -14.244  4.971
C  0.505  -15.426  5.893
C  1.721  -15.846  5.062
Cl  2.929  -16.574  6.128
H  -0.121  -16.295  6.088
H  0.745  -14.965  6.846
H  2.252  -15.025  4.585
H  1.497  -16.559  4.272
Cl  2.225  -9.496  -0.034
C  0.788  -9.745  -1.064
C  0.297  -8.377  -1.488
Cl  -1.006  -8.650  -2.663
H  -0.011  -10.225  -0.501
H  1.108  -10.346  -1.911
H  1.102  -7.829  -1.975
H  -0.158  -7.761  -0.718
Cl  2.090  -18.888  -2.193
C  0.489  -18.131  -1.923
C  -0.642  -18.820  -2.677
Cl  -0.708  -20.554  -2.355
H  0.556  -17.073  -2.178
H  0.277  -18.119  -0.854
H  -0.520  -18.727  -3.758
H  -1.630  -18.375  -2.559
Cl  -4.660  -13.485  0.739
C  -3.548  -13.246  -0.632
C  -2.788  -11.957  -0.532
Cl  -1.830  -11.811  0.975
H  -4.036  -13.365  -1.598
H  -2.783  -14.026  -0.610
H  -3.461  -11.098  -0.527
H  -2.223  -11.742  -1.442
Cl  8.801  -19.715  0.002
C  7.280  -20.559  0.273
C  6.374  -20.378  -0.982
Cl  4.777  -21.102  -0.736
H  6.808  -20.052  1.112
H  7.532  -21.588  0.517
H  6.808  -20.815  -1.879
H  6.352  -19.297  -1.110
Cl  2.668  -18.703  2.582
C  3.232  -19.549  1.098
C  2.080  -19.987  0.214
Cl  1.214  -21.324  0.992
H  3.841  -20.409  1.364
H  3.753  -18.751  0.571
H  2.345  -20.175  -0.825
H  1.442  -19.102  0.208
Cl  6.487  -10.618  -4.531
C  5.326  -12.003  -4.752
C  3.946  -11.613  -4.193
Cl  4.084  -11.423  -2.390
H  5.802  -12.821  -4.219
H  5.358  -12.151  -5.829
H  3.202  -12.392  -4.351
H  3.483  -10.711  -4.585
Cl  7.741  -18.380  3.193
C  7.788  -16.600  2.846
C  6.766  -15.918  3.699
Cl  7.102  -14.162  3.768
H  7.565  -16.433  1.793
H  8.800  -16.241  3.019
H  6.922  -16.295  4.708
H  5.737  -16.008  3.363